Below is a cluster of 2 separate species, C8H15N3O4S in total, with properties calculated with ωB97M-V with the def2-TZVPD basis set.

Values from the calculation:
**HOMO-LUMO gap**: 8.65 eV

ORCA input file:
```
! wB97M-V def2-TZVPD RIJCOSX def2/J DEFGRID3
* xyz 0 1
C -1.9468 -1.5196 0.3382
C -0.9924 -0.8329 1.2148
C -3.3160 -1.6527 1.0575
C -0.3238 0.7721 -0.4924
C -0.0814 -0.4434 -1.4764
C 0.9653 1.7411 -0.8468
C 2.2150 1.1858 -0.1850
C 3.4364 2.1772 -0.2945
H -0.5558 -2.7378 -0.4193
H -2.0864 -3.7422 0.0328
H -2.1928 -1.0041 -0.5810
H -3.9970 -1.9547 0.3409
H -3.3311 -2.3306 1.9346
H -3.7815 0.0859 2.5587
H 0.4942 0.6357 1.6572
H -1.3491 1.3180 -0.8401
H 0.6112 2.7726 -0.3356
H 1.0351 2.0795 -1.9477
H 2.1088 0.8893 0.9275
H 2.5823 0.1975 -0.6657
H 4.5166 0.4758 0.8712
H 5.4593 1.9682 -0.1197
H -0.4016 0.7575 -2.9382
N -1.3310 -2.8487 0.2137
N -0.1327 0.3018 0.8438
N 4.5522 1.4204 -0.1676
O -0.8657 -1.1558 2.4113
O 0.1812 -1.5421 -1.0032
O 3.2604 3.3319 -0.5717
O -0.5619 -0.3201 -2.7971
S -4.1712 -0.0253 1.2797
*
```